C23H20ClMnN7O4S2 | the ωB97M-V functional and the def2-TZVPD basis

Structure (XYZ):
```
58
Properties=species:S:1:pos:R:3:forces:R:3:mulliken_spin:R:1
Mn -0.444 -0.034 -1.181 -1.33 0.25 0.57 4.841
O -4.888 -2.794 -3.910 0.16 -0.27 -0.33 0.000
C -5.432 -2.008 -3.010 -0.03 0.14 0.15 -0.003
O -6.620 -1.993 -2.800 0.04 -0.01 -0.01 0.000
C -4.513 -1.115 -2.238 0.04 0.19 0.17 -0.013
C -4.919 -0.206 -1.263 0.17 -0.28 -0.43 -0.017
Cl -6.482 0.140 -0.729 -0.03 0.19 0.15 0.002
N -3.824 0.427 -0.785 -0.41 -0.31 -0.47 -0.039
N -2.720 -0.027 -1.403 0.33 -0.52 -0.11 0.128
C -3.113 -0.971 -2.263 -0.27 0.27 0.29 0.004
C -2.032 -1.785 -2.943 -0.44 0.16 0.08 -0.021
O -2.316 -2.494 -3.907 -0.08 -0.09 -0.03 0.010
O -0.907 -1.671 -2.389 0.67 0.28 0.05 0.026
C -3.744 1.308 0.322 0.11 0.48 0.52 0.012
C -4.243 0.885 1.549 0.17 0.04 -0.06 -0.003
C -4.122 1.717 2.646 -0.09 -0.08 0.06 0.001
C -3.507 2.953 2.528 -0.01 0.05 -0.03 -0.001
C -3.026 3.369 1.298 -0.02 0.06 0.06 0.001
C -3.146 2.552 0.186 -0.26 -0.20 -0.17 -0.010
H -3.888 -2.715 -4.000 -0.16 0.19 0.19 0.000
H -4.705 -0.085 1.647 -0.02 -0.10 -0.03 0.000
H -4.511 1.393 3.600 0.00 -0.03 0.09 0.000
H -3.409 3.589 3.397 0.01 0.04 -0.01 0.000
H -2.545 4.330 1.196 0.05 0.05 -0.01 0.001
H -2.776 2.876 -0.776 -0.02 -0.06 0.01 -0.001
S 0.018 2.685 -0.175 0.13 0.36 -0.26 0.026
C 0.258 1.581 1.066 -0.02 0.07 -0.15 0.028
N 0.009 0.290 0.893 -0.03 0.30 -0.30 -0.036
C 0.323 -0.452 1.998 0.21 -0.30 0.57 -0.009
C 0.186 -1.833 2.086 -0.02 0.22 -0.13 0.003
C 0.590 -2.458 3.245 0.02 -0.10 0.04 0.000
C 1.121 -1.723 4.303 0.01 -0.06 0.14 0.001
C 1.236 -0.346 4.239 0.00 -0.04 -0.06 -0.001
C 0.837 0.287 3.077 -0.13 0.00 -0.20 -0.010
S 0.881 1.986 2.659 -0.16 -0.44 -0.31 0.007
H -0.226 -2.364 1.235 0.03 -0.14 0.10 0.018
H 0.498 -3.528 3.338 0.01 -0.12 0.00 0.000
H 1.448 -2.239 5.191 0.01 -0.07 0.15 0.000
H 1.633 0.219 5.066 0.08 0.05 0.14 0.000
C 4.900 0.352 0.461 0.16 0.07 -0.16 0.000
C 5.551 -0.071 -0.852 -0.26 0.01 -0.01 0.001
C 5.572 -1.594 -0.956 0.06 0.09 -0.01 0.000
C 4.865 0.592 -2.060 1.21 -0.22 0.02 0.001
N 3.439 0.420 -2.073 -1.66 0.34 -0.37 0.010
C 2.472 1.282 -2.446 -0.07 -0.37 0.22 0.008
N 1.313 0.687 -2.290 0.47 0.27 -0.57 0.022
N 1.587 -0.542 -1.823 0.81 0.03 -0.18 0.010
N 2.837 -0.711 -1.697 0.55 -0.45 0.30 0.002
H 5.522 0.043 1.295 0.03 -0.03 0.14 0.000
H 3.928 -0.126 0.572 -0.10 0.01 0.09 0.000
H 4.773 1.430 0.510 -0.06 0.17 0.10 0.000
H 6.581 0.299 -0.884 -0.05 0.01 0.01 0.000
H 4.559 -1.983 -0.951 0.07 -0.12 0.05 0.000
H 6.101 -2.009 -0.102 0.12 -0.07 0.03 0.000
H 6.061 -1.927 -1.869 0.11 -0.07 -0.09 0.000
H 5.286 0.160 -2.974 -0.14 0.14 0.01 0.000
H 5.061 1.668 -2.061 -0.12 -0.14 -0.01 0.000
H 2.612 2.284 -2.798 0.14 0.18 0.00 0.000
```
Forces are in eV/Å.

Summary:
Molecular weight ... 612.98 g/mol
2S+1 ... 6
HOMO energy (spin up / spin down) ... -7.79 / -7.79 eV
Gap between HOMO and LUMO (spin up / spin down) ... 7.89 / 7.83 eV
Energy relative to the best compared isomer or geometry (same formula, charge and spin) ... 0.627 eV
E_tot ... -108311.9314 eV
Max |F| ... 1.74 eV/Å